{
  "formula": "C46H53N5O2",
  "method": "ωB97M-V with the def2-TZVPD basis set",
  "homo_energy_ev": -8.74,
  "homo_lumo_gap_ha": 0.314,
  "largest_force_ev_per_a": 2.87,
  "e_lumo_ev": -0.2,
  "charge": 0,
  "smiles": "CCCCCCCCC1=CC(=O)c2cc(CCC)ccc2C1=O.c1ccncc1.c1ccncc1.c1ccncc1.c1ccncc1.c1ccncc1",
  "energy_ha": -2208.7964,
  "species": ["C", "C", "C", "C", "C", "C", "C", "C", "C", "C", "C", "O", "C", "C", "C", "C", "C", "C", "C", "C", "C", "C", "O", "H", "H", "H", "H", "H", "H", "H", "H", "H", "H", "H", "H", "H", "H", "H", "H", "H", "H", "H", "H", "H", "H", "H", "H", "H", "H", "H", "H", "C", "C", "C", "N", "C", "C", "H", "H", "H", "H", "H", "C", "C", "C", "N", "C", "C", "H", "H", "H", "H", "H", "C", "C", "C", "N", "C", "C", "H", "H", "H", "H", "H", "C", "C", "C", "N", "C", "C", "H", "H", "H", "H", "H", "C", "C", "C", "N", "C", "C", "H", "H", "H", "H", "H"],
  "xyz": [[2.550, -2.651, 1.031], [2.946, -1.138, 0.876], [2.431, -0.490, -0.498], [3.682, 0.205, -1.155], [3.336, 1.132, -2.382], [2.341, 2.291, -2.013], [3.002, 3.495, -1.244], [2.755, 3.495, 0.303], [1.283, 3.232, 0.728], [1.006, 2.456, 1.808], [-0.497, 2.199, 2.138], [-0.915, 2.128, 3.266], [-1.413, 2.077, 0.875], [-2.528, 1.152, 0.781], [-3.271, 1.112, -0.464], [-4.460, 0.092, -0.635], [-3.823, -1.163, -1.393], [-2.632, -1.838, -0.583], [-2.997, 1.969, -1.611], [-1.878, 2.899, -1.516], [-1.111, 2.918, -0.295], [0.130, 3.851, -0.133], [0.215, 4.945, -0.633], [1.501, -2.797, 1.405], [2.750, -3.230, 0.089], [3.217, -3.088, 1.827], [2.572, -0.555, 1.761], [4.069, -1.061, 0.882], [1.963, -1.279, -1.146], [1.634, 0.239, -0.184], [4.345, -0.616, -1.532], [4.159, 0.837, -0.362], [4.254, 1.511, -2.914], [2.816, 0.478, -3.143], [1.952, 2.705, -2.988], [1.459, 1.832, -1.503], [2.684, 4.460, -1.715], [4.113, 3.424, -1.407], [3.414, 2.771, 0.857], [3.040, 4.508, 0.707], [1.818, 1.988, 2.404], [-2.753, 0.518, 1.670], [-5.202, 0.547, -1.334], [-4.870, -0.201, 0.358], [-3.353, -0.745, -2.327], [-4.580, -1.938, -1.655], [-1.643, -1.637, -1.064], [-2.784, -2.946, -0.627], [-2.623, -1.519, 0.489], [-3.604, 1.941, -2.547], [-1.642, 3.565, -2.374], [0.102, -6.856, 0.356], [0.541, -5.545, 0.275], [-0.162, -4.664, -0.532], [-1.243, -5.009, -1.245], [-1.644, -6.281, -1.151], [-1.014, -7.236, -0.370], [0.624, -7.574, 0.977], [1.410, -5.212, 0.827], [0.142, -3.626, -0.623], [-2.520, -6.533, -1.740], [-1.387, -8.252, -0.332], [-9.535, -1.555, 2.422], [-8.465, -1.820, 3.262], [-7.185, -1.728, 2.740], [-6.920, -1.402, 1.470], [-7.968, -1.152, 0.680], [-9.286, -1.213, 1.103], [-10.552, -1.615, 2.792], [-8.620, -2.091, 4.298], [-6.315, -1.923, 3.358], [-7.722, -0.892, -0.345], [-10.096, -0.998, 0.418], [8.597, 2.266, 2.103], [7.455, 1.864, 2.777], [6.223, 2.161, 2.215], [6.071, 2.817, 1.060], [7.186, 3.197, 0.429], [8.465, 2.946, 0.903], [9.579, 2.052, 2.508], [7.518, 1.332, 3.717], [5.301, 1.864, 2.704], [7.032, 3.729, -0.504], [9.333, 3.275, 0.347], [-7.439, 5.282, -1.706], [-6.159, 4.787, -1.515], [-6.017, 3.561, -0.884], [-7.045, 2.828, -0.443], [-8.270, 3.326, -0.637], [-8.520, 4.539, -1.260], [-7.592, 6.236, -2.196], [-5.289, 5.339, -1.849], [-5.036, 3.131, -0.714], [-9.084, 2.711, -0.268], [-9.535, 4.893, -1.391], [7.511, -3.933, 0.261], [7.914, -2.612, 0.147], [7.193, -1.778, -0.693], [6.133, -2.174, -1.405], [5.765, -3.453, -1.279], [6.414, -4.367, -0.465], [8.047, -4.617, 0.909], [8.766, -2.237, 0.697], [7.467, -0.735, -0.813], [4.902, -3.746, -1.870], [6.069, -5.391, -0.401]],
  "mulliken_charge": [-1.196, -0.408, 0.384, 0.388, -1.206, -0.165, -0.764, -0.038, 0.410, -0.222, -0.283, -0.576, 0.337, -0.115, 0.581, -0.972, -0.612, -0.633, -0.521, -0.910, 0.802, -0.308, -0.572, 0.313, 0.233, 0.395, 0.194, 0.246, 0.308, -0.441, 0.112, -0.163, 0.323, 0.412, 0.283, -0.015, 0.428, 0.198, -0.286, 0.516, 0.458, 0.486, 0.299, 0.198, 0.224, 0.413, 0.118, 0.250, 0.262, 0.423, 0.423, -0.509, -0.204, -0.036, -0.419, -0.381, -0.305, 0.380, 0.329, 0.453, 0.353, 0.367, -0.112, -0.520, -0.205, -0.269, 0.015, -0.719, 0.362, 0.355, 0.353, 0.353, 0.367, -0.154, -0.805, 0.047, -0.113, -0.136, -0.694, 0.395, 0.385, 0.305, 0.378, 0.390, -0.266, -0.649, -0.090, -0.310, -0.216, -0.468, 0.373, 0.387, 0.502, 0.388, 0.363, -0.191, -0.442, -0.272, -0.368, -0.303, -0.458, 0.380, 0.380, 0.412, 0.453, 0.379]
}

{
  "formula": "C5H6O",
  "method": "ωB97M-V with the def2-TZVPD basis set",
  "homo_energy_ev": -8.59,
  "homo_lumo_gap_ha": 0.278,
  "largest_force_ev_per_a": 0.95,
  "e_lumo_ev": -1.0,
  "charge": 0,
  "de_lowest_kcal_mol": 114.7,
  "energy_ha": -269.1635,
  "species": ["C", "C", "O", "C", "C", "C", "H", "H", "H", "H", "H", "H"],
  "xyz": [[-0.374, -1.123, 1.120], [0.172, 0.015, 0.344], [0.447, 1.073, 1.017], [0.449, -0.025, -1.117], [-0.353, 1.161, -1.449], [-1.000, 2.227, -1.316], [0.481, -1.689, 1.515], [-0.948, -1.790, 0.474], [-0.976, -0.773, 1.960], [0.096, -0.968, -1.548], [1.524, 0.078, -1.330], [0.481, 1.813, 0.331]],
  "mulliken_charge": [-1.160, 0.605, -0.328, -0.235, -0.245, -0.506, 0.313, 0.337, 0.353, 0.307, 0.208, 0.350]
}

{
  "formula": "C47H44BNO3P2S2Ti",
  "method": "ωB97M-V with the def2-TZVPD basis set",
  "homo_energy_ev": -13.49,
  "homo_lumo_gap_ha": 0.259,
  "largest_force_ev_per_a": 1.47,
  "e_lumo_ev": -6.4,
  "charge": 2,
  "de_lowest_kcal_mol": 16.6,
  "energy_ha": -4450.8888,
  "species": ["Ti", "O", "S", "C", "C", "C", "C", "C", "C", "P", "C", "C", "C", "C", "C", "C", "C", "C", "C", "C", "C", "C", "C", "C", "C", "C", "C", "C", "P", "C", "C", "C", "C", "C", "C", "C", "C", "C", "C", "C", "C", "H", "H", "H", "H", "H", "H", "H", "H", "H", "H", "H", "H", "H", "H", "H", "H", "H", "H", "H", "H", "H", "H", "H", "H", "H", "H", "H", "H", "S", "C", "C", "C", "C", "C", "N", "H", "H", "H", "H", "C", "C", "C", "O", "B", "O", "C", "C", "C", "H", "H", "H", "H", "H", "H", "H", "H", "H", "H", "H", "H"],
  "xyz": [[0.819, -0.158, 0.496], [-4.478, 1.786, -0.377], [-3.001, 1.731, -0.497], [-2.347, 3.306, 0.043], [-3.080, 4.438, -0.275], [-2.629, 5.688, 0.117], [-1.443, 5.790, 0.830], [-0.734, 4.649, 1.174], [-1.181, 3.381, 0.794], [-0.443, 1.886, 1.555], [-1.731, 1.415, 2.732], [-2.096, 2.281, 3.764], [-3.154, 1.958, 4.598], [-3.869, 0.782, 4.395], [-3.532, -0.070, 3.354], [-2.463, 0.250, 2.529], [1.012, 2.471, 2.464], [1.222, 2.121, 3.798], [2.397, 2.492, 4.438], [3.364, 3.217, 3.756], [3.158, 3.576, 2.429], [1.992, 3.199, 1.787], [-2.569, 1.997, -2.201], [-3.463, 2.656, -3.022], [-3.073, 2.997, -4.314], [-1.795, 2.691, -4.750], [-0.926, 1.975, -3.931], [-1.319, 1.590, -2.653], [-0.381, 0.246, -1.843], [1.258, 0.339, -2.558], [2.089, 1.224, -1.874], [3.429, 1.369, -2.227], [3.929, 0.622, -3.278], [3.100, -0.263, -3.971], [1.774, -0.414, -3.613], [-1.380, -1.184, -2.321], [-1.603, -1.511, -3.659], [-2.486, -2.527, -3.986], [-3.187, -3.193, -2.987], [-3.001, -2.848, -1.657], [-2.092, -1.851, -1.330], [-4.012, 4.338, -0.816], [-3.200, 6.574, -0.127], [-1.080, 6.757, 1.150], [0.151, 4.758, 1.784], [-1.564, 3.213, 3.913], [-3.433, 2.630, 5.397], [-4.700, 0.540, 5.043], [-4.109, -0.967, 3.176], [-2.229, -0.408, 1.697], [0.473, 1.562, 4.343], [2.550, 2.227, 5.475], [4.273, 3.516, 4.260], [3.905, 4.152, 1.899], [1.844, 3.493, 0.752], [-4.451, 2.894, -2.649], [-3.763, 3.510, -4.970], [-1.476, 2.975, -5.744], [0.046, 1.692, -4.314], [1.688, 1.868, -1.086], [4.064, 2.062, -1.693], [4.965, 0.724, -3.569], [3.501, -0.839, -4.795], [1.156, -1.130, -4.136], [-1.119, -0.957, -4.454], [-2.648, -2.781, -5.025], [-3.892, -3.971, -3.248], [-3.558, -3.350, -0.878], [-1.969, -1.583, -0.285], [3.094, -0.266, 1.007], [2.307, -0.758, 2.528], [2.978, -1.133, 3.678], [2.233, -1.587, 4.749], [0.845, -1.675, 4.653], [0.239, -1.281, 3.486], [0.963, -0.801, 2.456], [4.057, -1.080, 3.709], [2.734, -1.892, 5.659], [0.246, -2.053, 5.468], [-0.831, -1.322, 3.353], [1.643, -4.053, -2.781], [1.892, -3.618, -1.357], [3.372, -3.470, -1.076], [1.308, -2.248, -1.198], [0.752, -2.249, 0.040], [0.664, -3.412, 0.698], [1.104, -4.450, -0.277], [1.957, -5.445, 0.477], [-0.157, -5.097, -0.808], [2.222, -3.431, -3.464], [0.591, -3.991, -3.055], [1.977, -5.083, -2.918], [3.788, -2.733, -1.764], [3.895, -4.414, -1.231], [3.563, -3.134, -0.058], [2.788, -4.968, 0.990], [2.361, -6.193, -0.207], [1.345, -5.965, 1.213], [-0.792, -4.377, -1.324], [-0.719, -5.520, 0.025], [0.080, -5.905, -1.500]],
  "mulliken_charge": [0.129, -0.813, 1.087, -0.012, -0.736, -0.857, -1.007, -0.746, 1.223, 1.826, 1.021, -0.891, -0.888, -0.805, -0.690, -0.361, 1.028, -1.203, -0.753, -0.758, -1.034, -0.484, -0.058, -0.633, -1.024, -0.892, -0.617, 1.092, 0.945, 0.841, -0.861, -0.590, -0.835, -0.637, -0.875, 1.486, -0.944, -1.039, -0.619, -0.850, 0.336, 0.502, 0.453, 0.464, 0.530, 0.534, 0.508, 0.445, 0.522, 0.268, 0.410, 0.507, 0.457, 0.488, 0.483, 0.667, 0.441, 0.469, 0.506, 0.429, 0.592, 0.426, 0.480, 0.536, 0.493, 0.498, 0.463, 0.514, -0.464, -0.611, 0.877, -0.983, -0.426, -1.186, -0.583, 0.953, 0.596, 0.506, 0.586, 0.585, -1.633, 1.329, -1.917, 0.889, 0.168, -0.619, 1.563, -1.873, -1.650, 0.410, 0.250, 0.428, 0.428, 0.448, 0.276, 0.322, 0.365, 0.453, 0.044, 0.474, 0.409]
}

{
  "formula": "CH3NOP2S",
  "method": "ωB97M-V with the def2-TZVPD basis set",
  "homo_energy_ev": [-5.56, -8.63],
  "homo_lumo_gap_ha": [0.192, 0.201],
  "largest_force_ev_per_a": 7.02,
  "spin_multiplicity": 3,
  "e_lumo_ev": [-0.3, -3.2],
  "charge": 0,
  "de_lowest_kcal_mol": 45.4,
  "energy_ha": -1250.6108,
  "species": ["C", "N", "O", "P", "P", "S", "H", "H", "H"],
  "xyz": [[-0.639, -0.890, -1.153], [0.466, -1.364, -0.725], [-0.836, 0.694, 1.132], [-1.364, 0.689, -0.399], [0.628, 0.361, 2.034], [1.469, -1.118, 0.566], [-0.978, -1.157, -2.074], [-0.142, 1.206, -1.146], [1.397, 1.579, 1.766]],
  "lowdin_spin": [0.503, 0.407, 0.025, 0.131, 0.186, 0.597, 0.035, 0.068, 0.047]
}